Arrangement A

Below is a molecular structure, C10H31BClCoNO6, with properties calculated with wB97M-V/def2-TZVPD.

Structure (ORCA input):
```
! wB97M-V def2-TZVPD RIJCOSX def2/J DEFGRID3
* xyz 0 4
Co 1.542 -0.279 1.208
B 1.320 -2.577 1.217
H 1.339 -3.623 0.732
H 0.310 -2.046 0.957
H 1.365 -2.649 2.379
H 2.195 -1.928 0.826
Cl -0.653 0.556 0.710
C -4.234 2.471 -0.933
C -4.833 1.683 0.250
O -4.045 1.475 1.403
O -3.048 1.922 -1.456
H -4.008 3.502 -0.621
H -4.975 2.454 -1.737
H -5.263 0.766 -0.165
H -5.658 2.306 0.599
H -3.150 1.135 1.253
H -2.550 1.477 -0.770
C -3.063 -2.061 3.030
C -3.596 -2.237 1.606
O -2.539 -2.405 0.641
O -2.933 -3.293 3.710
H -3.840 -1.473 3.529
H -2.079 -1.600 2.918
H -4.120 -1.303 1.360
H -4.285 -3.050 1.392
H -2.175 -1.532 0.461
H -2.021 -3.510 3.903
C 4.434 -1.237 -3.920
O 3.607 -1.091 -2.782
C 2.272 -0.804 -3.117
C 1.552 -0.684 -1.758
N 2.357 0.041 -0.751
C 2.328 1.485 -1.034
C 2.858 2.222 0.189
O 2.241 1.891 1.441
C 2.241 2.945 2.393
H 4.076 -2.072 -4.526
H 5.409 -1.613 -3.594
H 4.640 -0.298 -4.433
H 1.755 -1.493 -3.794
H 2.242 0.124 -3.712
H 1.415 -1.706 -1.400
H 0.572 -0.211 -1.788
H 3.321 -0.219 -0.978
H 1.316 1.839 -1.227
H 2.975 1.760 -1.870
H 2.714 3.290 -0.007
H 3.928 2.053 0.350
H 1.909 2.565 3.355
H 1.561 3.733 2.069
H 3.272 3.296 2.492
*
```

Its expectation value of S² is 3.757. The HOMO energy (spin up / spin down) is -8.94 / -8.95 eV. The gap between HOMO and LUMO (spin up / spin down) comes out at 8.8341 / 8.2273 eV.

Mulliken population analysis, charges in e, atoms 1 to 6: 0.02, 0.61, -0.19, -0.10, -0.28, -0.07

=====

Arrangement B

Below is a molecular structure, C10H31BClCoNO6, with properties calculated with wB97M-V/def2-TZVPD.

Structure (ORCA input):
```
! wB97M-V def2-TZVPD RIJCOSX def2/J DEFGRID3
* xyz 0 4
Co -13.489 -4.629 17.585
B -12.292 -2.657 17.354
H -12.076 -1.774 16.641
H -11.897 -3.688 17.031
H -11.762 -2.410 18.361
H -13.436 -2.801 17.457
Cl -13.068 -5.641 15.529
C -16.740 -6.801 12.831
C -16.800 -7.247 14.317
O -15.581 -7.652 14.869
O -17.248 -7.734 11.895
H -15.782 -6.350 12.566
H -17.406 -5.921 12.783
H -17.520 -8.070 14.289
H -17.239 -6.445 14.918
H -14.938 -6.930 14.884
H -17.683 -8.436 12.386
C -13.116 -5.406 11.317
C -11.946 -6.069 12.026
O -12.357 -7.195 12.766
O -13.895 -6.377 10.649
H -12.799 -4.645 10.606
H -13.718 -4.892 12.083
H -11.341 -5.351 12.591
H -11.244 -6.424 11.263
H -12.694 -6.893 13.624
H -13.915 -7.157 11.222
C -15.267 -2.973 23.912
O -14.770 -3.458 22.669
C -15.299 -2.697 21.597
C -15.193 -3.454 20.285
N -13.855 -3.798 19.770
C -13.288 -4.868 20.584
C -11.922 -5.424 20.143
O -11.925 -5.346 18.724
C -10.745 -5.908 18.164
H -14.886 -1.971 24.101
H -15.152 -3.718 24.690
H -16.354 -2.860 23.799
H -14.834 -1.706 21.621
H -16.369 -2.525 21.763
H -15.708 -2.880 19.514
H -15.753 -4.380 20.424
H -13.324 -2.936 19.686
H -14.011 -5.670 20.752
H -13.110 -4.569 21.627
H -11.928 -6.479 20.416
H -11.199 -4.757 20.610
H -9.854 -5.437 18.603
H -10.616 -5.556 17.140
H -10.678 -6.989 18.266
*
```

Its expectation value of S² is 3.757. The HOMO energy (spin up / spin down) is -9.35 / -9.35 eV. The gap between HOMO and LUMO (spin up / spin down) comes out at 8.9891 / 8.3915 eV.

Mulliken population analysis, charges in e, atoms 1 to 6: -0.02, 0.24, -0.15, -0.15, -0.25, -0.06

=====

Of them, the most stable is arrangement A and the least stable is arrangement B.

=====

Arrangement A

Below is 2 unconnected molecules or ions with the total composition C3H11N2O, with properties calculated with wB97M-V/def2-TZVPD.

Structure (ORCA input):
```
! wB97M-V def2-TZVPD RIJCOSX def2/J DEFGRID3
* xyz 0 2
C -2.295 -0.483 -1.415
N -1.552 -1.497 -0.881
O -1.931 0.175 -2.405
H -3.288 -0.385 -0.978
H -2.036 -2.125 -0.252
H -0.704 -1.809 -1.345
C 0.666 1.805 0.725
N 0.805 0.399 0.255
C 1.733 -0.567 0.977
H -0.150 2.211 0.085
H 0.393 1.882 1.771
H 1.633 2.293 0.595
H 1.114 0.417 -0.706
H -0.130 -0.036 0.225
H 2.726 -0.408 0.525
H 1.373 -1.559 0.764
H 1.642 -0.312 2.060
*
```

Its expectation value of S² is 0.751. The HOMO energy (spin up / spin down) is -2.09 / -9.29 eV. The gap between HOMO and LUMO (spin up / spin down) comes out at 2.2256 / 9.5145 eV.

Mulliken population analysis, charges in e, atoms 1 to 6: -0.39, -0.40, -0.54, 0.47, 0.24, 0.25

=====

Arrangement B

Below is 2 unconnected molecules or ions with the total composition C3H11N2O, with properties calculated with wB97M-V/def2-TZVPD.

Structure (ORCA input):
```
! wB97M-V def2-TZVPD RIJCOSX def2/J DEFGRID3
* xyz 0 2
C 0.756 -0.409 2.011
N -0.198 0.619 2.181
C -1.113 0.996 1.154
O 0.794 -1.180 0.935
H 1.415 -0.599 2.849
H -0.252 1.086 3.063
H -1.718 1.823 1.516
H -1.777 0.146 0.913
H -0.581 1.259 0.225
C 0.719 -0.032 -2.356
N -0.020 -0.902 -1.403
H 1.759 -0.334 -2.349
H 0.280 -0.133 -3.347
H 0.579 0.985 -2.014
H 0.402 -0.892 -0.360
H -0.070 -1.865 -1.720
H -0.976 -0.567 -1.297
*
```

Its expectation value of S² is 0.754. The HOMO energy (spin up / spin down) is -3.15 / -7.89 eV. The gap between HOMO and LUMO (spin up / spin down) comes out at 3.5232 / 8.2284 eV.

Mulliken population analysis, charges in e, atoms 1 to 6: -0.50, -0.06, -0.64, -0.82, 0.40, 0.19

=====

Of them, the most stable is arrangement B and the least stable is arrangement A.

=====

Arrangement A

Below is 4 unconnected molecules or ions with the total composition C4H13NO3, with properties calculated with wB97M-V/def2-TZVPD.

Structure (ORCA input):
```
! wB97M-V def2-TZVPD RIJCOSX def2/J DEFGRID3
* xyz 1 2
N 0.722 -0.807 1.585
C 0.565 -0.890 0.184
C 1.824 -0.481 -0.589
C -0.933 -0.870 -1.891
C -0.558 -1.154 -0.396
H -0.171 -0.505 2.065
H 1.637 -0.419 1.927
H 2.494 -0.080 0.137
H 2.330 -1.352 -1.161
H -0.293 -1.452 -2.505
H -0.648 0.124 -2.115
H -1.399 -1.202 0.278
H 0.032 2.217 0.183
H 1.512 0.402 -1.272
O 0.122 2.088 1.199
H -2.026 -1.023 -2.128
H -1.154 1.825 -0.926
O -0.208 1.910 -1.304
H -1.923 0.212 3.070
H -0.465 1.359 1.424
O -1.459 0.097 2.236
*
```

Its expectation value of S² is 0.780. The HOMO energy (spin up / spin down) is -14.77 / -14.71 eV. The gap between HOMO and LUMO (spin up / spin down) comes out at 5.6306 / 5.5325 eV.

Mulliken population analysis, charges in e, atoms 1 to 6: -0.17, 0.49, -1.15, -1.10, 0.08, 0.39

=====

Arrangement B

Below is 3 unconnected molecules or ions with the total composition C4H13NO3, with properties calculated with wB97M-V/def2-TZVPD.

Structure (ORCA input):
```
! wB97M-V def2-TZVPD RIJCOSX def2/J DEFGRID3
* xyz 1 2
C -0.164 0.233 -0.692
N 0.636 0.102 0.471
C 0.467 -1.185 1.106
C 0.871 1.302 1.370
C 2.299 1.684 1.101
O 2.729 2.719 1.524
H -1.241 0.397 -0.428
H -0.026 1.163 -1.269
H 0.007 -0.545 -1.431
H 0.238 -1.908 0.321
H -0.291 -1.192 1.907
H 1.292 -1.661 1.674
H 0.441 1.002 2.319
H 0.159 2.006 0.918
H 3.002 0.952 0.676
H -0.734 0.749 -3.404
H -1.986 -0.144 -3.287
O -1.034 -0.178 -3.339
H -1.931 -1.405 -0.431
H -2.161 -2.439 0.652
O -2.572 -1.651 0.242
*
```

Its expectation value of S² is 0.755. The HOMO energy (spin up / spin down) is -14.68 / -14.67 eV. The gap between HOMO and LUMO (spin up / spin down) comes out at 11.0593 / 6.8581 eV.

Mulliken population analysis, charges in e, atoms 1 to 6: -1.50, 0.39, -0.93, -0.54, -0.05, -0.37

=====

Of them, the most stable is arrangement B and the least stable is arrangement A.

=====

Arrangement A

Below is a single C3H3FO molecule, with properties calculated with wB97M-V/def2-TZVPD.

Structure (ORCA input):
```
! wB97M-V def2-TZVPD RIJCOSX def2/J DEFGRID3
* xyz 0 1
O -1.961 0.853 0.721
C -0.864 0.444 0.795
C -0.270 -0.377 -0.228
C 0.952 -0.259 -0.664
F 1.568 -0.789 -1.699
H -0.209 0.856 1.710
H -0.991 -1.081 -0.513
H 1.774 0.353 -0.122
*
```

As for the SMILES: O=C/C=C/F. The HOMO energy is -10.21 eV. The gap between HOMO and LUMO comes out at 10.8249 eV.

Mulliken population analysis, charges in e, atoms 1 to 6: -0.39, -0.06, -0.19, -0.01, -0.21, 0.25

=====

Arrangement B

Below is a molecular structure, C3H3FO, with properties calculated with wB97M-V/def2-TZVPD.

Structure (ORCA input):
```
! wB97M-V def2-TZVPD RIJCOSX def2/J DEFGRID3
* xyz 0 1
C 1.385 0.301 0.027
C -1.381 -0.824 0.007
C 0.084 0.534 0.005
O -2.510 -0.460 0.208
F -0.365 1.750 0.112
H 1.959 1.162 -0.295
H 1.954 -0.630 0.028
H -1.124 -1.832 -0.092
*
```

The HOMO energy is -9.77 eV. The gap between HOMO and LUMO comes out at 10.1470 eV.

Mulliken population analysis, charges in e, atoms 1 to 6: -0.73, 0.06, 0.39, -0.38, -0.20, 0.23

=====

Of them, the most stable is arrangement A and the least stable is arrangement B.